# 1
Computed, not measured: a 11-piece molecular cluster, C46H119N5O18 overall, with ωB97M-V/def2-TZVPD.

```
! RIJCOSX wB97M-V def2-TZVPD def2/J DEFGRID3
* xyz 0 1
C -7.892 -9.313 -13.099
O -8.392 -8.420 -12.132
C -9.483 -7.629 -12.530
C -9.741 -6.437 -11.544
N -8.742 -5.335 -11.818
C -8.630 -4.291 -10.801
C -9.847 -3.322 -10.663
O -10.800 -3.990 -9.803
C -11.942 -3.215 -9.333
H -6.926 -9.773 -12.893
H -7.781 -8.704 -13.996
H -8.592 -10.114 -13.336
H -10.337 -8.302 -12.608
H -9.340 -7.246 -13.540
H -9.669 -6.699 -10.488
H -10.742 -6.012 -11.630
H -7.823 -5.753 -11.855
H -7.762 -3.718 -11.129
H -8.471 -4.753 -9.826
H -10.228 -3.144 -11.669
H -9.597 -2.303 -10.367
H -12.598 -2.900 -10.145
H -11.652 -2.291 -8.833
H -12.404 -3.851 -8.578
C -7.959 -12.602 -0.248
O -7.583 -13.085 -1.583
C -6.201 -13.097 -1.919
C -6.088 -13.528 -3.387
N -6.593 -14.888 -3.559
C -6.606 -15.348 -4.928
C -7.264 -16.797 -4.992
O -8.673 -16.712 -4.827
C -9.384 -17.688 -5.504
H -9.003 -12.906 -0.171
H -7.903 -11.516 -0.166
H -7.463 -13.077 0.598
H -5.723 -13.750 -1.189
H -5.648 -12.176 -1.733
H -5.010 -13.533 -3.546
H -6.557 -12.847 -4.097
H -7.536 -14.913 -3.198
H -5.583 -15.392 -5.300
H -7.185 -14.748 -5.630
H -6.793 -17.489 -4.293
H -6.896 -17.202 -5.935
H -9.633 -17.572 -6.559
H -10.314 -17.746 -4.938
H -9.032 -18.702 -5.314
C -3.432 -5.020 -17.898
O -2.185 -5.589 -17.589
C -1.539 -6.122 -18.617
C -0.286 -6.874 -18.073
N -0.609 -8.008 -17.245
C 0.613 -8.669 -16.854
C 0.245 -9.775 -15.820
O 0.039 -9.183 -14.467
C -0.648 -9.902 -13.487
H -4.019 -5.674 -18.542
H -3.391 -3.993 -18.262
H -4.011 -4.977 -16.975
H -1.244 -5.297 -19.265
H -2.158 -6.797 -19.207
H 0.276 -6.081 -17.579
H 0.307 -7.182 -18.933
H -0.897 -7.692 -16.329
H 1.397 -8.004 -16.493
H 1.011 -9.167 -17.738
H 1.047 -10.513 -15.823
H -0.635 -10.361 -16.088
H -0.032 -10.777 -13.277
H -1.632 -10.242 -13.808
H -0.816 -9.381 -12.544
C -9.244 -5.792 -1.946
O -9.842 -4.508 -2.004
C -10.563 -4.202 -3.225
C -9.619 -3.778 -4.438
N -8.661 -2.717 -4.081
C -7.740 -2.499 -5.176
C -6.737 -1.441 -4.751
O -5.913 -2.015 -3.761
C -4.971 -1.150 -3.257
H -10.034 -6.543 -1.963
H -8.697 -5.948 -1.016
H -8.566 -6.033 -2.765
H -11.200 -3.344 -3.012
H -11.314 -4.963 -3.439
H -10.195 -3.411 -5.287
H -9.063 -4.664 -4.744
H -8.057 -3.131 -3.387
H -8.255 -2.114 -6.056
H -7.129 -3.371 -5.409
H -7.055 -0.466 -4.381
H -6.001 -1.194 -5.516
H -4.197 -0.873 -3.972
H -4.502 -1.696 -2.438
H -5.464 -0.261 -2.863
C -9.844 -9.431 -5.852
O -8.985 -8.578 -6.510
C -8.194 -9.180 -7.501
C -7.073 -8.154 -7.858
N -6.105 -8.590 -8.911
C -5.024 -7.564 -9.084
C -4.445 -7.479 -10.492
O -5.391 -6.985 -11.488
C -4.960 -7.081 -12.848
H -10.501 -10.047 -6.466
H -10.489 -8.701 -5.363
H -9.363 -9.992 -5.051
H -8.757 -9.344 -8.419
H -7.778 -10.128 -7.160
H -6.545 -8.037 -6.912
H -7.502 -7.160 -7.977
H -6.642 -8.639 -9.765
H -4.175 -7.897 -8.488
H -5.375 -6.584 -8.762
H -4.101 -8.478 -10.762
H -3.583 -6.814 -10.542
H -4.178 -6.378 -13.136
H -5.759 -7.135 -13.587
H -4.363 -7.968 -13.059
C -3.330 -12.620 -18.896
C -3.550 -11.334 -19.674
C -4.603 -10.443 -18.973
O -2.340 -10.633 -19.771
H -2.675 -12.587 -18.025
H -2.872 -13.339 -19.575
H -4.280 -13.003 -18.521
H -3.966 -11.667 -20.625
H -4.728 -9.539 -19.569
H -4.311 -10.145 -17.967
H -5.501 -11.057 -19.044
H -2.209 -10.217 -18.916
C 1.307 -4.525 -11.177
C 1.543 -3.650 -12.495
C 0.418 -3.756 -13.468
O 1.733 -2.382 -12.044
H 0.349 -4.272 -10.722
H 2.053 -4.426 -10.388
H 1.179 -5.563 -11.484
H 2.420 -3.966 -13.060
H 0.535 -3.119 -14.344
H -0.532 -3.365 -13.104
H 0.359 -4.795 -13.791
H 2.398 -2.470 -11.357
C -13.740 -7.865 -8.118
C -13.881 -9.294 -8.647
C -15.133 -10.092 -8.152
O -13.935 -9.256 -10.012
H -12.766 -7.440 -8.361
H -13.870 -7.883 -7.036
H -14.507 -7.192 -8.501
H -12.943 -9.813 -8.449
H -15.992 -9.429 -8.265
H -15.083 -10.543 -7.161
H -15.346 -10.964 -8.770
H -14.600 -8.599 -10.233
C -4.135 -6.080 -3.157
C -3.909 -7.607 -2.890
C -2.705 -8.166 -3.712
O -3.608 -7.747 -1.528
H -4.292 -5.863 -4.214
H -3.394 -5.344 -2.845
H -5.080 -5.824 -2.679
H -4.791 -8.186 -3.166
H -2.859 -8.214 -4.790
H -2.499 -9.207 -3.465
H -1.775 -7.642 -3.491
H -2.859 -7.211 -1.256
O -4.617 -0.806 -9.292
C -3.440 -1.511 -9.186
C -2.239 -0.654 -9.640
O -2.018 0.465 -8.789
H -4.346 0.105 -9.154
H -3.273 -1.978 -8.216
H -3.490 -2.448 -9.741
H -2.351 -0.321 -10.672
H -1.357 -1.294 -9.627
H -1.081 0.635 -8.906
O -3.964 -12.262 -8.035
C -3.991 -12.940 -9.293
C -2.956 -14.048 -9.398
O -2.580 -14.325 -10.760
H -4.458 -11.449 -8.162
H -5.027 -13.272 -9.363
H -3.887 -12.166 -10.054
H -3.293 -14.927 -8.849
H -2.101 -13.654 -8.848
H -1.671 -14.621 -10.840
*
```

For the gap between HOMO and LUMO, the calculation gives 8.747 eV. The SMILES is COCCNCCOC.COCCNCCOC.COCCNCCOC.COCCNCCOC.COCCNCCOC.CC(C)O.CC(C)O.CC(C)O.CC(C)O.OCCO.OCCO.

Here are the Löwdin charges for atoms 1 to 4, given in e: number 1, C, carries -0.114; number 2, O, carries -0.211; number 3, C, carries -0.210; number 4, C, carries -0.145

***

# 2
Computed, not measured: a 10-piece molecular cluster, C46H120N8O14 overall, with ωB97M-V/def2-TZVPD.

```
! RIJCOSX wB97M-V def2-TZVPD def2/J DEFGRID3
* xyz 0 1
C 8.040 -9.346 10.492
O 7.143 -10.425 10.233
C 6.316 -10.810 11.322
C 5.377 -11.903 10.840
C 4.270 -12.090 11.888
N 6.049 -13.182 10.586
H 7.535 -8.376 10.438
H 8.669 -9.364 9.607
H 8.556 -9.443 11.448
H 6.907 -11.077 12.204
H 5.660 -9.978 11.603
H 4.965 -11.591 9.875
H 3.493 -12.708 11.442
H 3.798 -11.192 12.299
H 4.691 -12.459 12.830
H 6.097 -13.685 11.464
H 6.959 -12.905 10.227
C 6.888 -0.661 5.156
O 5.778 -0.731 4.278
C 5.471 -2.018 3.781
C 6.516 -2.570 2.741
C 6.884 -1.469 1.759
N 5.987 -3.754 2.166
H 6.837 -1.306 6.034
H 6.958 0.394 5.427
H 7.847 -0.788 4.639
H 5.376 -2.742 4.599
H 4.508 -1.967 3.270
H 7.442 -2.713 3.314
H 7.622 -1.803 1.027
H 7.369 -0.667 2.312
H 5.977 -1.169 1.227
H 5.363 -3.690 1.377
H 5.529 -4.273 2.908
C 10.724 -7.510 6.384
O 10.447 -8.917 6.205
C 9.037 -9.073 6.053
C 8.734 -10.548 6.335
C 7.253 -10.827 6.111
N 9.033 -10.974 7.701
H 10.610 -7.266 7.443
H 10.074 -6.952 5.713
H 11.777 -7.370 6.140
H 8.406 -8.427 6.671
H 8.649 -8.900 5.041
H 9.225 -11.234 5.642
H 6.579 -10.344 6.823
H 6.988 -11.885 6.072
H 6.908 -10.529 5.112
H 10.015 -10.825 7.885
H 8.404 -10.506 8.337
C -1.078 -4.899 6.670
O -0.918 -6.268 6.417
C 0.050 -6.944 7.207
C 0.325 -8.332 6.630
C 1.362 -9.151 7.415
N 0.658 -8.089 5.210
H -1.352 -4.720 7.716
H -1.880 -4.599 5.994
H -0.209 -4.267 6.449
H 1.024 -6.440 7.216
H -0.347 -6.949 8.226
H -0.618 -8.887 6.528
H 1.529 -10.073 6.850
H 1.002 -9.519 8.375
H 2.338 -8.670 7.479
H -0.111 -7.471 4.967
H 0.629 -8.898 4.604
C 3.834 -7.406 11.125
O 4.996 -6.615 10.904
C 5.701 -6.358 12.104
C 6.696 -5.217 11.839
N 7.629 -5.591 10.812
C 8.640 -4.523 10.635
C 9.183 -4.484 9.192
O 8.057 -4.293 8.372
C 8.347 -4.171 6.974
H 3.196 -7.481 10.247
H 3.261 -7.120 12.008
H 4.231 -8.418 11.287
H 6.285 -7.235 12.412
H 5.192 -6.121 13.046
H 7.160 -5.130 12.828
H 6.225 -4.258 11.594
H 7.329 -5.751 9.860
H 9.397 -4.716 11.397
H 8.234 -3.512 10.766
H 9.783 -5.375 8.979
H 9.821 -3.596 9.141
H 8.456 -5.172 6.562
H 9.206 -3.528 6.767
H 7.505 -3.608 6.574
C 3.062 0.540 1.901
O 4.069 1.068 1.040
C 4.825 2.090 1.704
C 6.143 2.226 0.966
N 5.992 2.590 -0.484
C 5.501 3.982 -0.604
C 6.378 5.100 -0.062
O 6.184 5.258 1.350
C 7.282 5.948 1.914
H 2.481 -0.056 1.200
H 2.466 1.318 2.386
H 3.529 -0.032 2.708
H 4.918 1.797 2.755
H 4.294 3.047 1.748
H 6.646 1.266 1.117
H 6.821 2.936 1.436
H 5.171 2.000 -0.637
H 4.506 4.164 -0.186
H 5.405 4.085 -1.689
H 6.081 6.047 -0.518
H 7.439 4.914 -0.253
H 8.137 5.270 1.865
H 7.128 6.257 2.948
H 7.468 6.912 1.426
C 1.538 -2.502 2.540
O 1.446 -3.463 3.582
C 1.401 -4.831 3.197
C 2.854 -5.294 2.852
N 3.653 -4.932 4.056
C 3.807 -6.042 4.974
C 4.831 -5.801 6.056
O 5.124 -7.062 6.630
C 5.875 -7.020 7.821
H 1.165 -1.626 3.076
H 0.751 -2.712 1.808
H 2.511 -2.286 2.100
H 0.719 -4.916 2.344
H 1.036 -5.347 4.085
H 3.255 -4.918 1.908
H 2.857 -6.384 2.761
H 2.999 -4.234 4.400
H 4.252 -6.832 4.356
H 2.897 -6.442 5.433
H 4.316 -5.312 6.898
H 5.644 -5.192 5.651
H 5.902 -8.030 8.239
H 5.349 -6.398 8.548
H 6.930 -6.777 7.673
C -0.929 -5.872 -3.416
O -0.207 -6.088 -2.200
C 0.684 -5.024 -1.900
C 1.166 -5.201 -0.460
N 1.469 -6.569 -0.092
C 2.626 -7.107 -0.822
C 3.025 -8.533 -0.414
O 2.118 -9.473 -0.931
C 2.634 -10.773 -1.102
H -1.722 -5.172 -3.141
H -1.313 -6.819 -3.779
H -0.252 -5.404 -4.135
H 0.111 -4.093 -1.998
H 1.466 -5.075 -2.667
H 0.301 -4.879 0.129
H 1.953 -4.487 -0.207
H 0.703 -7.125 -0.467
H 3.525 -6.536 -0.579
H 2.531 -7.211 -1.907
H 3.304 -8.811 0.611
H 4.031 -8.587 -0.867
H 2.937 -11.190 -0.133
H 3.534 -10.800 -1.725
H 1.820 -11.347 -1.535
C 2.137 0.618 5.822
C 3.252 0.162 6.775
C 3.376 -1.365 6.739
O 4.478 0.726 6.271
H 1.167 0.390 6.279
H 2.191 0.044 4.897
H 2.152 1.685 5.607
H 3.146 0.501 7.805
H 2.701 -1.816 7.471
H 4.384 -1.671 7.030
H 3.151 -1.819 5.773
H 4.911 0.028 5.745
C -1.617 -1.279 4.388
C -2.595 -1.169 3.206
C -3.872 -1.936 3.474
O -2.844 0.225 2.937
H -0.643 -0.821 4.216
H -1.451 -2.347 4.545
H -2.022 -0.794 5.280
H -2.009 -1.491 2.344
H -3.643 -3.001 3.364
H -4.581 -1.746 2.665
H -4.420 -1.769 4.399
H -2.992 0.609 3.809
*
```

For the gap between HOMO and LUMO, the calculation gives 9.030 eV. The SMILES is COC[C@H](C)N.COC[C@H](C)N.COC[C@H](C)N.COC[C@H](C)N.COCCNCCOC.COCCNCCOC.COCCNCCOC.COCCNCCOC.CC(C)O.CC(C)O.

Here are the Löwdin charges for atoms 1 to 4, given in e: number 1, C, carries -0.078; number 2, O, carries -0.212; number 3, C, carries -0.215; number 4, C, carries -0.438

***

Sequential HOMO output: -8.55, -8.50 eV